# 1
The following is a DFT calculation (ωB97M-V/def2-TZVPD) of a cluster of 5 separate species, C15H41ClN3O8 in total.

Kohn-Sham gap   8.8 eV
Net charge   -1

Last column: natural (NBO) charge in e.
Atoms and positions in Å:
Cl 0.04 2.35 -0.42  2.525
O -0.89 3.33 -0.93  -0.877
O -0.55 1.65 0.68  -0.872
O 0.33 1.47 -1.56  -0.904
O 1.33 2.95 -0.05  -0.857
C -1.18 5.67 4.40  -0.633
C -1.64 4.68 3.34  0.099
C -1.87 5.21 1.93  -0.650
O -0.75 3.53 3.24  -0.757
H -1.50 5.46 5.42  0.213
H -1.73 6.59 4.19  0.202
H -0.17 6.03 4.22  0.221
H -2.60 4.21 3.56  0.154
H -2.43 6.15 1.92  0.193
H -2.44 4.46 1.38  0.223
H -1.08 5.51 1.23  0.232
H -0.87 3.09 2.39  0.496
C 0.04 -0.51 3.26  -0.613
C 0.00 -0.79 4.74  -0.103
C -0.47 0.40 5.59  -0.106
O -0.84 0.06 6.97  -0.551
C 0.26 -0.07 7.83  -0.244
N -0.97 -1.89 4.82  -0.809
H 0.69 -1.26 2.80  0.212
H 0.61 0.39 3.05  0.223
H -0.93 -0.63 2.77  0.225
H 0.89 -1.38 4.96  0.185
H -1.29 0.76 4.97  0.204
H 0.19 1.27 5.57  0.193
H 0.90 0.81 7.84  0.166
H 0.84 -0.93 7.48  0.157
H -0.05 -0.34 8.84  0.183
H -1.82 -1.37 4.94  0.335
H -0.88 -2.34 5.72  0.339
C -0.23 -1.03 -5.28  -0.640
C -1.37 -1.28 -4.31  -0.087
C -2.09 0.04 -3.90  -0.072
O -3.04 -0.26 -2.87  -0.540
C -3.52 0.78 -2.11  -0.246
N -2.26 -2.36 -4.84  -0.785
H -0.66 -0.51 -6.14  0.190
H 0.44 -1.83 -5.60  0.206
H 0.51 -0.33 -4.88  0.220
H -0.98 -1.73 -3.40  0.216
H -2.44 0.58 -4.78  0.146
H -1.38 0.71 -3.41  0.213
H -2.92 1.03 -1.24  0.185
H -4.49 0.52 -1.69  0.170
H -3.57 1.74 -2.62  0.161
H -1.57 -3.01 -5.18  0.335
H -2.51 -1.84 -5.67  0.321
C 3.78 -1.66 -3.28  -0.611
C 2.66 -2.68 -3.38  -0.081
C 3.08 -4.15 -2.91  -0.083
O 4.10 -4.87 -3.61  -0.533
C 3.55 -5.24 -4.93  -0.263
N 1.67 -2.06 -2.52  -0.855
H 4.58 -1.71 -4.02  0.190
H 4.27 -1.78 -2.31  0.200
H 3.40 -0.64 -3.28  0.213
H 2.32 -2.59 -4.41  0.176
H 2.22 -4.79 -2.67  0.175
H 3.62 -4.20 -1.97  0.194
H 3.21 -4.34 -5.45  0.172
H 2.70 -5.90 -4.81  0.171
H 4.34 -5.70 -5.52  0.186
H 1.56 -1.05 -2.55  0.394
H 1.84 -2.34 -1.57  0.358


# 2
The following is a DFT calculation (ωB97M-V/def2-TZVPD) of a cluster of 10 separate species, C15H41F3N19O11S in total.

Kohn-Sham gap   6.3 eV
Net charge   +1

Last column: Mulliken charge in e.
Atoms and positions in Å:
O -0.24 1.31 0.27  -0.657
S -0.59 0.88 -1.04  1.404
O -0.17 1.82 -2.03  -0.654
C 0.11 -0.72 -1.49  0.144
C 1.32 -0.74 -2.08  -0.228
C 1.86 -1.99 -2.45  -0.396
C 1.12 -3.13 -2.21  -0.549
C -0.10 -3.04 -1.59  -0.350
N -0.57 -1.85 -1.25  0.243
C -2.43 0.69 -1.26  0.460
F -2.59 -0.12 -2.33  -0.118
F -3.03 0.10 -0.23  -0.243
F -3.00 1.83 -1.57  -0.214
H 1.86 0.18 -2.28  0.511
H 2.84 -2.03 -2.91  0.488
H 1.47 -4.11 -2.50  0.473
H -0.73 -3.90 -1.39  0.429
H -1.49 -1.80 -0.81  0.146
C -6.43 4.42 -2.61  0.637
O -7.36 4.94 -3.18  -0.630
N -6.20 4.58 -1.27  -0.348
N -5.51 3.63 -3.25  -0.250
H -5.44 4.16 -0.78  0.126
H -6.85 5.15 -0.76  0.216
H -5.64 3.49 -4.24  0.162
H -4.73 3.19 -2.80  0.129
C -3.46 -3.31 -4.13  0.699
O -2.48 -3.81 -3.58  -0.677
N -4.68 -3.23 -3.53  -0.406
N -3.40 -2.81 -5.39  -0.311
H -5.49 -2.84 -3.96  0.173
H -4.75 -3.60 -2.60  0.206
H -2.51 -2.85 -5.86  0.160
H -4.18 -2.40 -5.87  0.166
C -2.77 0.38 -6.29  0.625
O -3.35 -0.42 -7.00  -0.650
N -3.29 0.80 -5.10  -0.238
N -1.55 0.90 -6.61  -0.375
H -2.82 1.45 -4.49  0.107
H -4.18 0.44 -4.83  0.160
H -1.14 0.61 -7.48  0.221
H -1.05 1.56 -6.04  0.162
C 3.37 -0.78 1.40  0.632
O 2.94 -1.76 0.79  -0.695
N 2.76 0.44 1.34  -0.278
N 4.46 -0.83 2.18  -0.238
H 3.10 1.25 1.83  0.128
H 1.94 0.53 0.77  0.230
H 4.94 -1.71 2.25  0.133
H 4.83 -0.04 2.69  0.245
C -6.16 0.11 2.56  0.549
O -7.28 0.09 3.03  -0.617
N -5.06 -0.33 3.25  -0.313
N -5.90 0.58 1.30  -0.297
H -4.13 -0.32 2.89  0.132
H -5.21 -0.68 4.18  0.210
H -6.68 0.92 0.77  0.174
H -4.99 0.61 0.89  0.165
C 5.87 1.84 5.03  0.708
O 5.29 1.12 4.21  -0.744
N 5.33 2.14 6.24  -0.413
N 7.10 2.37 4.79  -0.400
H 5.79 2.72 6.92  0.167
H 4.43 1.76 6.45  0.214
H 7.52 2.15 3.90  0.211
H 7.59 2.95 5.44  0.170
C 7.29 -2.83 4.56  0.730
O 8.30 -2.17 4.41  -0.674
N 7.26 -4.19 4.36  -0.509
N 6.10 -2.28 4.94  -0.272
H 6.45 -4.76 4.47  0.213
H 8.12 -4.62 4.08  0.223
H 6.09 -1.29 5.10  0.098
H 5.26 -2.81 5.08  0.157
C 6.67 -4.91 8.28  0.597
O 6.46 -3.72 8.14  -0.618
N 6.35 -5.59 9.42  -0.401
N 7.26 -5.67 7.30  -0.344
H 6.51 -6.57 9.55  0.155
H 5.92 -5.07 10.16  0.224
H 7.51 -5.20 6.45  0.246
H 7.44 -6.65 7.39  0.162
C -4.28 7.28 -6.06  0.532
O -3.42 8.13 -6.22  -0.638
N -4.77 6.96 -4.83  -0.298
N -4.82 6.58 -7.10  -0.349
H -5.48 6.26 -4.68  0.171
H -4.40 7.45 -4.04  0.184
H -4.49 6.79 -8.02  0.209
H -5.54 5.89 -6.99  0.170


# 3
The following is a DFT calculation (ωB97M-V/def2-TZVPD) of a structure of composition C15H43B2NO3Rb3.

Relative energy (zero: lowest compared OMol25 entry of this formula, charge and spin)   170.0 kJ/mol
Kohn-Sham gap   8.1 eV
Net charge   +1

Last column: natural (NBO) charge in e.
Atoms and positions in Å:
Rb 4.33 1.12 2.11  0.982
Rb 0.13 -0.63 2.45  0.979
Rb 0.18 3.74 4.18  0.990
B 1.31 1.93 1.24  -0.744
H 1.85 2.63 0.49  -0.026
H 0.26 1.64 0.88  -0.056
H 1.91 0.99 1.34  -0.093
H 1.17 2.46 2.24  -0.061
B 3.45 2.74 4.68  -0.777
H 2.38 2.46 4.39  -0.114
H 3.72 3.76 4.19  -0.019
H 3.40 2.78 5.85  0.000
H 4.32 2.06 4.41  -0.073
C -1.04 -3.25 -2.25  -0.647
C -1.57 -2.36 -1.13  0.097
C -3.11 -2.40 -1.24  -0.398
C -3.67 -3.66 -0.61  -0.413
C -3.24 -3.76 0.84  -0.403
C -1.72 -3.96 0.98  0.114
N -1.13 -2.86 0.19  -0.211
O 0.29 -2.90 0.32  -0.613
C -1.41 -3.80 2.48  -0.608
C -1.31 -5.40 0.62  -0.662
C -1.10 -0.93 -1.35  -0.608
H -1.32 -4.31 -2.22  0.214
H 0.04 -3.17 -2.41  0.219
H -1.45 -2.91 -3.21  0.223
H -3.67 -1.56 -0.83  0.215
H -3.37 -2.58 -2.29  0.227
H -3.59 -4.56 -1.23  0.214
H -4.76 -3.55 -0.54  0.223
H -3.82 -4.57 1.30  0.223
H -3.54 -2.89 1.44  0.205
H -0.34 -3.85 2.72  0.204
H -1.73 -2.78 2.71  0.173
H -1.98 -4.41 3.18  0.238
H -0.29 -5.59 0.95  0.207
H -1.92 -6.12 1.16  0.238
H -1.49 -5.65 -0.43  0.222
H -1.90 -0.19 -1.26  0.219
H -0.70 -0.76 -2.35  0.225
H -0.31 -0.63 -0.66  0.208
H 0.49 -3.81 0.05  0.467
C -0.14 5.11 -0.28  -0.649
C -1.43 4.34 -0.27  0.091
C -1.59 3.25 -1.33  -0.631
O -1.53 3.66 1.03  -0.781
H 0.68 4.52 -0.71  0.212
H 0.22 5.49 0.68  0.215
H -0.11 6.00 -0.92  0.225
H -2.27 5.03 -0.32  0.184
H -1.54 3.78 -2.28  0.216
H -2.59 2.83 -1.22  0.218
H -0.86 2.44 -1.27  0.211
H -0.74 3.09 1.03  0.486
C 3.32 0.52 -1.85  -0.650
C 3.70 1.91 -2.30  0.086
C 2.71 2.71 -3.17  -0.639
O 3.95 2.73 -1.14  -0.748
H 2.56 0.50 -1.07  0.216
H 4.20 -0.09 -1.65  0.213
H 2.81 -0.02 -2.66  0.218
H 4.63 1.98 -2.87  0.185
H 1.69 2.55 -2.78  0.192
H 2.63 2.46 -4.23  0.221
H 2.85 3.79 -3.06  0.229
H 3.09 2.92 -0.74  0.477


# 4
The following is a DFT calculation (ωB97M-V/def2-TZVPD) of a structure of composition C15H43BCsN5O5.

Expectation value of S²   0.7544
Multiplicity   2
Kohn-Sham gap (alpha / beta)   7.5 / 2.6 eV
Net charge   +1

Last column: natural (NBO) charge in e.
Atoms and positions in Å:
Cs -7.49 2.25 -14.73  0.989
B -5.51 4.49 -15.84  -0.839
H -5.31 4.81 -14.83  -0.046
H -4.89 5.10 -16.49  0.011
H -5.15 3.48 -15.95  -0.034
H -6.55 4.59 -16.11  -0.056
C -3.27 6.27 -9.97  -0.626
C -4.33 6.74 -10.94  0.039
C -5.08 5.48 -11.43  -0.417
C -6.46 5.62 -12.02  -0.422
C -7.34 6.74 -11.31  -0.419
C -6.52 7.95 -10.97  0.094
N -5.32 7.50 -10.19  0.313
O -4.81 8.61 -9.54  -0.495
C -6.35 8.93 -12.25  -0.604
C -7.45 8.83 -10.06  -0.605
C -3.70 7.39 -12.17  -0.620
H -3.77 5.80 -9.12  0.227
H -2.58 7.04 -9.65  0.234
H -2.58 5.50 -10.31  0.262
H -4.53 5.06 -12.27  0.262
H -5.16 4.70 -10.67  0.221
H -6.91 4.62 -12.03  0.217
H -6.35 5.80 -13.09  0.240
H -7.65 6.34 -10.34  0.214
H -8.23 7.01 -11.88  0.233
H -5.76 9.80 -11.96  0.213
H -5.83 8.62 -13.15  0.240
H -7.34 9.26 -12.57  0.255
H -7.42 8.46 -9.04  0.230
H -7.02 9.83 -10.05  0.225
H -8.47 8.83 -10.43  0.237
H -3.62 8.48 -12.22  0.217
H -4.25 7.14 -13.07  0.248
H -2.65 7.11 -12.25  0.271
H -4.35 9.14 -10.20  0.505
C -1.70 4.34 -15.97  0.755
O -0.52 4.20 -15.78  -0.677
N -2.50 3.54 -16.62  -0.843
N -2.30 5.46 -15.59  -0.875
H -2.10 2.74 -17.08  0.409
H -3.47 3.69 -16.36  0.421
H -3.31 5.50 -15.63  0.401
H -1.77 6.29 -15.37  0.394
C -10.35 4.20 -15.77  0.729
O -10.05 3.51 -16.73  -0.679
N -9.83 5.35 -15.54  -0.832
N -11.06 3.67 -14.82  -0.832
H -9.10 5.63 -16.18  0.435
H -10.16 5.93 -14.78  0.384
H -11.19 4.33 -14.06  0.371
H -11.62 2.84 -14.97  0.427
C -3.12 6.57 -21.50  -0.638
C -2.54 6.91 -20.09  -0.066
O -3.33 6.26 -19.13  -0.713
H -3.27 5.51 -21.69  0.215
H -2.66 7.00 -22.39  0.211
H -4.13 6.96 -21.55  0.193
H -2.42 7.99 -19.99  0.160
H -1.48 6.67 -20.10  0.169
H -3.86 6.86 -18.60  0.473
C -7.73 7.28 -19.02  -0.640
C -6.85 6.14 -19.44  -0.069
O -7.05 4.99 -18.65  -0.722
H -7.48 7.53 -17.98  0.175
H -8.71 6.81 -19.00  0.215
H -7.62 8.24 -19.51  0.221
H -5.81 6.43 -19.58  0.160
H -7.12 5.88 -20.46  0.173
H -6.82 5.19 -17.74  0.482


# 5
The following is a DFT calculation (ωB97M-V/def2-TZVPD) of a structure of composition C15H43ClN3O15.

Kohn-Sham gap   8.5 eV
Net charge   -1

Last column: Mulliken charge in e.
Atoms and positions in Å:
Cl 0.65 -0.92 0.85  2.266
O 1.07 0.45 0.80  -0.845
O -0.27 -1.18 -0.27  -0.277
O 1.76 -1.80 0.77  -0.786
O 0.00 -1.12 2.13  -0.862
C 4.24 -0.54 0.17  0.134
O 5.38 -0.40 0.18  -0.715
N 3.62 -1.51 -0.40  -0.397
N 3.39 0.31 0.67  -0.286
H 2.69 -1.74 -0.10  0.277
H 4.07 -2.22 -0.96  0.289
H 2.40 0.11 0.67  0.302
H 3.84 0.92 1.33  0.149
C 1.61 3.08 -2.37  -0.877
O 0.46 2.96 -1.54  -0.476
C 0.51 1.85 -0.57  -1.557
C -0.79 1.10 -0.37  2.203
N -2.02 1.97 -0.33  0.165
C -3.32 1.28 -0.55  0.773
C -3.44 0.92 -1.99  -0.367
O -3.78 1.99 -2.81  -0.496
C -2.71 2.39 -3.74  -0.610
H 1.47 2.48 -3.27  0.299
H 2.55 2.67 -2.00  0.314
H 1.83 4.10 -2.67  0.348
H 0.78 2.24 0.40  -1.527
H 1.32 1.15 -0.77  0.950
H -0.71 0.62 0.60  -1.027
H -0.82 0.33 -1.14  -0.663
H -2.12 2.39 0.58  0.445
H -4.23 1.84 -0.31  0.576
H -3.36 0.46 0.17  -0.489
H -4.27 0.26 -2.23  0.373
H -2.59 0.30 -2.28  -0.145
H -3.07 3.26 -4.29  0.320
H -2.58 1.64 -4.52  0.293
H -1.70 2.51 -3.34  0.077
C -2.36 0.49 2.79  0.297
C -3.15 -0.38 1.82  -1.086
O -2.45 -0.46 0.65  -0.384
O -1.40 -0.24 3.52  -0.672
H -3.03 0.89 3.54  0.513
H -1.89 1.37 2.35  -0.605
H -4.16 -0.05 1.61  0.581
H -3.48 -1.34 2.22  0.294
H -1.66 -0.96 0.85  0.310
H -0.71 -0.41 2.88  0.586
C -0.74 -1.03 -2.57  -0.275
C -1.98 -1.57 -1.89  0.442
O -1.75 -2.56 -0.92  -0.801
O -0.06 -1.81 -3.58  -0.709
H 0.01 -0.78 -1.82  0.376
H -0.92 -0.02 -2.95  0.379
H -2.70 -1.85 -2.67  0.734
H -2.57 -0.81 -1.38  -0.361
H -0.98 -2.18 -0.49  0.516
H 0.89 -1.66 -3.53  0.413
C 3.66 -4.06 0.74  -0.066
C 2.14 -4.25 0.77  -0.596
O 1.52 -3.62 1.84  -0.892
O 4.08 -4.70 1.94  -0.601
H 4.12 -3.08 0.64  0.157
H 4.01 -4.78 -0.01  0.346
H 2.04 -5.33 0.69  0.507
H 1.68 -3.86 -0.14  0.067
H 1.48 -2.70 1.58  0.626
H 3.38 -4.76 2.59  0.354
C -0.06 1.79 2.32  0.835
C 0.68 2.89 1.60  -0.548
O 1.02 3.91 2.53  -0.702
O 0.68 1.17 3.38  -0.708
H -0.32 1.06 1.55  -1.407
H -0.98 2.12 2.79  0.947
H 0.10 3.26 0.76  0.402
H 1.64 2.50 1.26  0.509
H 1.44 3.35 3.18  0.457
H 0.89 0.30 3.03  0.614


# 6
The following is a DFT calculation (ωB97M-V/def2-TZVPD) of a cluster of 6 separate species, C15H43O6 in total.

Relative energy (zero: lowest compared OMol25 entry of this formula, charge and spin)   96.7 kJ/mol
Kohn-Sham gap   10.4 eV
Net charge   +1

Last column: natural (NBO) charge in e.
Atoms and positions in Å:
O 0.14 0.14 0.21  -0.797
H -0.16 1.04 0.08  0.566
H 0.73 -0.19 -0.47  0.574
H 0.50 0.04 1.10  0.555
C 0.04 1.83 4.54  -0.660
C -0.09 0.42 3.95  0.101
C -1.50 0.09 3.47  -0.629
O 0.74 0.40 2.80  -0.776
H -0.65 1.99 5.37  0.233
H -0.16 2.61 3.80  0.206
H 0.97 2.18 4.98  0.227
H 0.31 -0.31 4.65  0.180
H -1.56 -0.92 3.05  0.220
H -1.76 0.82 2.70  0.216
H -2.16 0.22 4.33  0.230
H 1.57 0.81 3.05  0.489
C -0.94 3.81 -1.61  -0.645
C -1.92 3.03 -0.78  0.094
C -2.42 1.75 -1.49  -0.632
O -1.10 2.60 0.33  -0.786
H -0.12 3.19 -1.97  0.217
H -0.44 4.60 -1.06  0.211
H -1.30 4.22 -2.56  0.223
H -2.75 3.65 -0.43  0.184
H -2.96 1.08 -0.82  0.233
H -1.55 1.16 -1.79  0.203
H -3.03 2.01 -2.36  0.230
H -1.07 3.27 1.02  0.494
C 0.26 0.29 -4.05  -0.622
C 1.56 0.86 -3.45  0.102
C 2.11 2.00 -4.31  -0.643
O 1.27 1.32 -2.17  -0.755
H -0.42 1.11 -4.26  0.211
H -0.18 -0.37 -3.30  0.203
H 0.42 -0.26 -4.98  0.225
H 2.29 0.05 -3.43  0.157
H 3.10 2.29 -3.94  0.208
H 1.53 2.92 -4.26  0.212
H 2.15 1.68 -5.35  0.231
H 1.85 2.06 -1.95  0.482
C -3.78 -3.58 0.24  -0.635
C -2.59 -2.67 0.69  0.095
C -1.30 -3.03 -0.01  -0.629
O -2.94 -1.37 0.26  -0.730
H -4.75 -3.29 0.66  0.211
H -3.59 -4.64 0.43  0.214
H -3.91 -3.54 -0.84  0.217
H -2.45 -2.71 1.77  0.158
H -0.44 -2.46 0.34  0.196
H -1.30 -2.87 -1.09  0.216
H -1.06 -4.09 0.08  0.221
H -3.72 -1.12 0.76  0.469
C 2.39 -2.33 1.66  -0.630
C 3.10 -1.47 0.61  0.094
C 4.44 -2.10 0.20  -0.644
O 2.17 -1.32 -0.45  -0.758
H 2.11 -3.30 1.25  0.208
H 1.48 -1.83 1.98  0.204
H 3.02 -2.46 2.53  0.220
H 3.30 -0.53 1.12  0.172
H 5.22 -2.08 0.95  0.238
H 4.78 -1.44 -0.60  0.220
H 4.34 -3.10 -0.23  0.213
H 2.19 -2.14 -0.94  0.489


no.,electronic energy (eV)
1,-49583.2003
2,-86043.9073
3,-27195.7254
4,-35152.5900
5,-63928.7609
6,-28530.9610